[1]
{
  "formula": "C4H11N2",
  "method": "wB97M-V/def2-TZVPD",
  "species": ["C", "C", "C", "C", "N", "N", "H", "H", "H", "H", "H", "H", "H", "H", "H", "H", "H"],
  "xyz": [[-1.374, 0.819, 0.651], [-0.770, 1.029, -0.699], [-0.927, -1.472, -0.204], [1.630, 0.040, 0.782], [2.199, 0.448, -0.345], [-0.434, -0.119, 0.074], [-1.120, 1.496, 1.523], [-2.413, 0.373, 0.928], [-1.435, 0.796, -1.504], [-0.070, 1.763, -0.864], [-2.068, -1.492, -0.279], [-0.354, -1.758, -1.030], [-0.864, -2.217, 0.670], [1.291, 0.833, 1.475], [1.857, -0.892, 1.202], [2.672, -0.252, -0.857], [2.154, 1.377, -0.755]],
  "charge": 1,
  "multiplicity": 1,
  "e_tot_ha": -268.1721,
  "orbital_gap_ev": 10.2,
  "mol_weight_g_mol": 87.1,
  "e_above_lowest_kcal_mol": 83.3,
  "homo_ev": -14.0
}

[2]
{
  "formula": "C4H11N2",
  "method": "wB97M-V/def2-TZVPD",
  "species": ["C", "C", "C", "C", "N", "N", "H", "H", "H", "H", "H", "H", "H", "H", "H", "H", "H"],
  "xyz": [[0.128, -0.555, 0.427], [-0.879, 0.502, 0.683], [-0.489, -1.774, -0.207], [2.154, 0.780, -0.076], [0.910, 0.293, -0.475], [-1.676, 0.905, -0.456], [0.755, -0.824, 1.294], [-0.840, 1.138, 1.588], [0.163, -2.676, 0.044], [-0.927, -1.486, -1.188], [-1.381, -1.985, 0.299], [2.820, 0.025, 0.351], [2.648, 1.156, -0.963], [2.151, 1.428, 0.866], [-1.216, 0.367, -1.106], [-1.638, 1.892, -0.787], [-2.682, 0.814, -0.293]],
  "charge": 1,
  "multiplicity": 1,
  "e_tot_ha": -268.1016,
  "orbital_gap_ev": [8.7, 9.2],
  "mol_weight_g_mol": 87.1,
  "e_above_lowest_kcal_mol": 127.6,
  "homo_ev": [-13.5, -13.7]
}

[3]
{
  "formula": "C4H11N2",
  "method": "wB97M-V/def2-TZVPD",
  "species": ["C", "C", "C", "C", "N", "N", "H", "H", "H", "H", "H", "H", "H", "H", "H", "H", "H"],
  "xyz": [[-0.442, -1.249, 0.899], [-0.216, 0.187, 1.384], [1.044, 0.795, 0.346], [0.193, 1.787, -1.624], [0.596, 0.659, -1.066], [-0.767, -1.489, -0.601], [0.492, -1.875, 0.979], [-1.229, -1.602, 1.472], [0.222, 0.323, 2.431], [-1.091, 0.922, 1.413], [1.875, 0.009, 0.515], [1.294, 1.756, 0.702], [0.406, 2.716, -1.127], [0.008, 1.667, -2.701], [-0.766, -0.539, -1.057], [-1.575, -2.127, -0.859], [-0.043, -1.939, -1.105]],
  "charge": 2,
  "multiplicity": 2,
  "e_tot_ha": -267.6660,
  "s_squared": 0.757,
  "orbital_gap_ev": [11.5, 6.4],
  "mol_weight_g_mol": 87.1,
  "e_above_lowest_kcal_mol": 99.8,
  "homo_ev": [-21.2, -20.8]
}

[4]
{
  "formula": "C4H11N2",
  "method": "wB97M-V/def2-TZVPD",
  "species": ["C", "C", "C", "C", "N", "N", "H", "H", "H", "H", "H", "H", "H", "H", "H", "H", "H"],
  "xyz": [[-1.556, 0.566, 0.121], [-0.156, 1.208, 0.074], [1.001, 0.262, -0.193], [1.479, -0.542, 0.837], [2.460, -1.412, 0.534], [-1.849, -0.280, -1.124], [-1.797, -0.069, 0.968], [-2.295, 1.357, 0.207], [0.015, 1.629, 1.070], [-0.136, 1.983, -0.685], [1.502, 0.354, -1.148], [1.044, -0.583, 1.829], [2.616, -2.078, 1.298], [3.408, -1.008, 0.458], [-1.009, -0.845, -1.241], [-2.037, 0.324, -1.936], [-2.690, -0.865, -1.071]],
  "charge": 2,
  "multiplicity": 2,
  "e_tot_ha": -267.7976,
  "s_squared": 0.765,
  "orbital_gap_ev": [11.0, 9.3],
  "mol_weight_g_mol": 87.1,
  "e_above_lowest_kcal_mol": 17.2,
  "homo_ev": [-19.5, -21.1]
}

[5]
{
  "formula": "C4H11N2O",
  "method": "wB97M-V/def2-TZVPD",
  "species": ["N", "C", "C", "N", "C", "C", "O", "H", "H", "H", "H", "H", "H", "H", "H", "H", "H", "H"],
  "xyz": [[-0.751, 1.882, -0.589], [-1.684, 0.916, 0.006], [-1.192, -0.533, 0.325], [-0.448, -1.153, -0.774], [1.066, -1.142, -0.385], [1.813, -0.182, 0.611], [1.742, 1.113, 0.290], [0.122, 1.889, -0.030], [-0.403, 1.377, -1.396], [-2.311, 1.379, 0.772], [-2.366, 0.694, -0.835], [-2.115, -1.003, 0.684], [-0.583, -0.477, 1.237], [1.172, -2.136, 0.081], [0.189, -0.311, -1.019], [1.615, -1.328, -1.318], [1.296, -0.385, 1.585], [2.838, -0.604, 0.755]],
  "charge": -1,
  "multiplicity": 1,
  "e_tot_ha": -343.6423,
  "orbital_gap_ev": 7.5,
  "mol_weight_g_mol": 103.1,
  "e_above_lowest_kcal_mol": 80.9,
  "homo_ev": -3.1
}

[6]
{
  "formula": "C4H11N2O",
  "method": "wB97M-V/def2-TZVPD",
  "species": ["C", "O", "C", "N", "H", "H", "H", "H", "H", "H", "C", "C", "N", "H", "H", "H", "H", "H"],
  "xyz": [[1.689, 0.256, -0.640], [0.732, -0.653, -0.897], [2.212, 0.131, 0.820], [1.114, 0.130, 1.775], [2.574, 0.265, -1.316], [1.285, 1.324, -0.710], [2.755, -0.821, 0.887], [2.903, 0.957, 1.041], [0.767, 1.047, 1.997], [0.345, -0.333, 1.293], [-2.109, -1.075, 0.016], [-1.704, 0.906, -1.092], [-2.276, 0.373, -0.086], [-2.188, -1.382, 1.062], [-1.137, -1.409, -0.372], [-2.866, -1.565, -0.599], [-2.119, 1.856, -1.443], [-0.873, 0.400, -1.606]],
  "charge": -1,
  "multiplicity": 1,
  "e_tot_ha": -343.7090,
  "orbital_gap_ev": 7.2,
  "mol_weight_g_mol": 103.1,
  "e_above_lowest_kcal_mol": 39.0,
  "homo_ev": -2.9
}

[7]
{
  "formula": "C4H11N2O",
  "method": "wB97M-V/def2-TZVPD",
  "species": ["C", "N", "C", "C", "N", "C", "O", "H", "H", "H", "H", "H", "H", "H", "H", "H", "H", "H"],
  "xyz": [[-0.923, -0.026, 0.798], [0.221, 1.003, 0.631], [-0.350, -1.390, 1.466], [0.713, -1.978, 0.488], [-1.664, -1.527, 1.146], [0.343, 1.363, -2.385], [1.146, 2.195, -1.527], [-1.565, 0.645, 1.270], [-1.239, -0.166, -0.367], [0.696, 1.572, -0.196], [0.971, 0.809, 1.305], [0.236, -1.173, 2.451], [1.694, -1.344, 0.333], [1.067, -2.985, 0.923], [0.140, -2.161, -0.469], [-0.213, 1.882, -3.095], [0.844, 0.484, -2.820], [-0.401, 0.727, -1.763]],
  "charge": -1,
  "multiplicity": 1,
  "e_tot_ha": -343.5098,
  "orbital_gap_ev": 6.9,
  "mol_weight_g_mol": 103.1,
  "e_above_lowest_kcal_mol": 164.0,
  "homo_ev": -3.2
}

[8]
{
  "formula": "C4H11N2O",
  "method": "wB97M-V/def2-TZVPD",
  "species": ["C", "O", "C", "H", "H", "H", "H", "H", "C", "C", "N", "N", "H", "H", "H", "H", "H", "H"],
  "xyz": [[-0.758, -1.683, 0.785], [-1.023, -0.824, -0.215], [-2.018, -2.197, 1.516], [-0.113, -1.244, 1.593], [-0.184, -2.594, 0.462], [-1.826, -3.110, 2.096], [-2.801, -2.434, 0.789], [-2.431, -1.434, 2.178], [1.270, 1.650, -0.360], [0.980, 1.541, -1.652], [-0.046, 0.758, -2.160], [2.244, 2.595, 0.119], [0.686, 1.051, 0.332], [1.535, 2.131, -2.378], [-0.443, 0.089, -1.475], [0.186, 0.314, -3.034], [2.945, 2.121, 0.676], [1.798, 3.271, 0.727]],
  "charge": -1,
  "multiplicity": 1,
  "e_tot_ha": -343.7312,
  "orbital_gap_ev": 7.1,
  "mol_weight_g_mol": 103.1,
  "e_above_lowest_kcal_mol": 25.1,
  "homo_ev": -2.9
}

[9]
{
  "formula": "C4H11N2O",
  "method": "wB97M-V/def2-TZVPD",
  "species": ["C", "C", "C", "O", "N", "C", "N", "H", "H", "H", "H", "H", "H", "H", "H", "H", "H", "H"],
  "xyz": [[1.007, 0.291, 0.246], [0.869, 1.507, -0.589], [0.430, 1.051, -2.044], [0.510, 2.155, -2.782], [-0.352, 0.100, 1.006], [-0.522, -1.321, 1.113], [-1.854, -1.782, 1.876], [1.864, 0.353, 1.024], [1.316, -0.647, -0.407], [1.889, 2.021, -0.637], [0.135, 2.291, -0.056], [-0.620, 0.711, -1.705], [0.903, 0.129, -2.279], [-1.063, 0.651, 0.596], [0.427, -1.655, 1.612], [-0.324, -1.856, 0.185], [-2.607, -1.270, 1.374], [-2.009, -2.729, 1.467]],
  "multiplicity": 2,
  "e_tot_ha": -343.5950,
  "s_squared": 0.755,
  "orbital_gap_ev": [9.9, 7.5],
  "mol_weight_g_mol": 103.1,
  "e_above_lowest_kcal_mol": 65.1,
  "homo_ev": [-9.1, -9.1]
}

[10]
{
  "formula": "C4H11N2O",
  "method": "wB97M-V/def2-TZVPD",
  "species": ["C", "N", "C", "C", "N", "C", "O", "H", "H", "H", "H", "H", "H", "H", "H", "H", "H", "H"],
  "xyz": [[-1.595, -1.249, -0.182], [-1.098, 0.080, 0.330], [0.573, 0.312, -0.005], [1.075, 1.001, 1.215], [1.187, -0.933, -0.322], [0.549, 1.206, -1.266], [-0.441, 1.722, -1.628], [-1.120, -1.993, 0.278], [-2.563, -1.341, -0.040], [-1.564, -1.321, -1.216], [-1.447, 0.890, -0.187], [-1.294, -0.052, 1.284], [1.476, 0.126, 1.769], [1.871, 1.552, 0.847], [0.412, 1.654, 1.717], [1.240, -1.676, 0.311], [1.266, -1.289, -1.230], [1.472, 1.311, -1.676]],
  "charge": 1,
  "multiplicity": 1,
  "e_tot_ha": -343.4511,
  "smiles": "C[NH2+][C@@](C)(N)C=O",
  "orbital_gap_ev": 11.5,
  "mol_weight_g_mol": 103.1,
  "e_above_lowest_kcal_mol": 71.0,
  "homo_ev": -15.0
}

[11]
{
  "formula": "C4H11N2O",
  "method": "wB97M-V/def2-TZVPD",
  "species": ["C", "C", "C", "C", "N", "N", "O", "H", "H", "H", "H", "H", "H", "H", "H", "H", "H", "H"],
  "xyz": [[-0.913, -1.592, -0.834], [-0.822, -0.565, 0.833], [1.735, 0.704, 0.576], [1.346, -0.192, -0.562], [-1.946, 1.186, 0.304], [-0.008, -0.692, -0.176], [-1.695, -1.513, 0.401], [-1.537, -1.070, -1.608], [-0.527, -2.654, -0.810], [-0.733, -0.290, 1.887], [-2.881, 0.927, 0.089], [0.886, 1.450, 0.855], [2.060, -0.011, 1.399], [2.506, 1.480, 0.274], [2.145, -0.946, -0.778], [1.160, 0.341, -1.612], [-1.765, 1.837, 0.945], [-1.457, 1.506, -0.509]],
  "charge": 1,
  "multiplicity": 1,
  "e_tot_ha": -343.4152,
  "orbital_gap_ev": 11.5,
  "mol_weight_g_mol": 103.1,
  "e_above_lowest_kcal_mol": 93.5,
  "homo_ev": -14.5
}

[12]
{
  "formula": "C4H11N2O",
  "method": "wB97M-V/def2-TZVPD",
  "species": ["C", "C", "C", "O", "C", "N", "N", "H", "H", "H", "H", "H", "H", "H", "H", "H", "H", "H"],
  "xyz": [[-2.540, -0.105, -0.231], [-1.382, 0.440, -0.520], [-0.275, 0.719, 0.459], [0.367, 1.906, 0.070], [0.937, -0.411, 0.572], [0.543, -1.684, 0.318], [1.962, -0.049, -0.590], [-3.322, -0.099, -1.009], [-2.864, -0.735, 0.594], [-1.192, 0.762, -1.514], [-0.609, 0.655, 1.527], [0.106, 2.829, 0.434], [1.542, -0.256, 1.488], [-0.386, -1.617, -0.100], [0.537, -2.360, 1.195], [2.535, -0.860, -0.898], [1.441, 0.184, -1.384], [2.601, 0.680, -0.409]],
  "charge": 1,
  "multiplicity": 1,
  "e_tot_ha": -343.4608,
  "smiles": "C=C[C@H](O)[C@@H](N)[NH3+]",
  "orbital_gap_ev": 10.9,
  "mol_weight_g_mol": 103.1,
  "e_above_lowest_kcal_mol": 64.9,
  "homo_ev": -14.0
}

Repeat the tenth record exactly.
{
  "formula": "C4H11N2O",
  "method": "wB97M-V/def2-TZVPD",
  "species": ["C", "N", "C", "C", "N", "C", "O", "H", "H", "H", "H", "H", "H", "H", "H", "H", "H", "H"],
  "xyz": [[-1.595, -1.249, -0.182], [-1.098, 0.080, 0.330], [0.573, 0.312, -0.005], [1.075, 1.001, 1.215], [1.187, -0.933, -0.322], [0.549, 1.206, -1.266], [-0.441, 1.722, -1.628], [-1.120, -1.993, 0.278], [-2.563, -1.341, -0.040], [-1.564, -1.321, -1.216], [-1.447, 0.890, -0.187], [-1.294, -0.052, 1.284], [1.476, 0.126, 1.769], [1.871, 1.552, 0.847], [0.412, 1.654, 1.717], [1.240, -1.676, 0.311], [1.266, -1.289, -1.230], [1.472, 1.311, -1.676]],
  "charge": 1,
  "multiplicity": 1,
  "e_tot_ha": -343.4511,
  "smiles": "C[NH2+][C@@](C)(N)C=O",
  "orbital_gap_ev": 11.5,
  "mol_weight_g_mol": 103.1,
  "e_above_lowest_kcal_mol": 71.0,
  "homo_ev": -15.0
}

Question: multiplicity of number 7 (C4H11N2O)?
Answer: 1